Record 1
{"formula": "C21H64N8O11", "method": "ωB97M-V with the def2-TZVPD basis set", "species": ["C", "O", "H", "H", "H", "H", "C", "O", "H", "H", "H", "H", "C", "O", "N", "N", "H", "H", "H", "H", "C", "O", "N", "N", "H", "H", "H", "H", "C", "O", "N", "N", "H", "H", "H", "H", "C", "O", "N", "N", "H", "H", "H", "H", "C", "C", "C", "O", "H", "H", "H", "H", "H", "H", "H", "H", "C", "C", "C", "O", "H", "H", "H", "H", "H", "H", "H", "H", "C", "C", "C", "O", "H", "H", "H", "H", "H", "H", "H", "H", "C", "C", "C", "O", "H", "H", "H", "H", "H", "H", "H", "H", "C", "C", "C", "O", "H", "H", "H", "H", "H", "H", "H", "H"], "positions_angstrom": [[-30.19, -1.61, 18.88], [-30.30, -0.22, 19.11], [-30.66, -2.04, 19.72], [-29.16, -2.08, 18.83], [-30.77, -1.82, 17.97], [-29.60, -0.17, 19.75], [-28.15, -6.75, 21.37], [-27.21, -5.79, 21.78], [-27.63, -7.76, 21.25], [-28.52, -6.45, 20.46], [-28.92, -6.83, 22.13], [-27.57, -4.92, 21.67], [-26.67, -6.20, 14.62], [-25.74, -7.19, 14.38], [-26.79, -5.12, 13.94], [-27.57, -6.25, 15.53], [-26.42, -5.08, 12.96], [-27.06, -4.23, 14.44], [-27.65, -7.07, 16.14], [-28.29, -5.55, 15.60], [-27.95, -2.86, 22.64], [-28.75, -3.45, 21.70], [-27.65, -3.47, 23.73], [-27.45, -1.65, 22.58], [-27.92, -4.43, 23.87], [-27.17, -3.03, 24.47], [-27.60, -1.14, 21.69], [-26.99, -1.08, 23.33], [-32.04, -6.99, 15.00], [-32.61, -7.56, 16.06], [-30.78, -7.07, 14.64], [-32.80, -6.23, 14.25], [-30.27, -7.94, 14.94], [-30.35, -6.47, 13.87], [-33.75, -5.98, 14.55], [-32.38, -5.46, 13.74], [-30.07, -4.49, 13.17], [-31.28, -4.73, 12.62], [-29.11, -5.31, 12.88], [-29.82, -3.52, 14.03], [-29.44, -6.13, 12.29], [-28.14, -5.23, 13.30], [-30.60, -2.82, 14.14], [-28.90, -3.27, 14.44], [-26.39, -8.92, 16.88], [-27.32, -8.95, 18.03], [-28.46, -8.00, 17.84], [-27.62, -10.14, 18.22], [-25.77, -7.96, 16.99], [-26.86, -8.99, 15.93], [-25.62, -9.69, 16.86], [-26.82, -8.56, 18.91], [-29.06, -8.00, 16.93], [-28.17, -6.98, 17.89], [-29.14, -7.97, 18.70], [-26.86, -10.66, 17.94], [-32.77, -0.62, 15.86], [-31.63, -0.61, 14.92], [-30.28, -0.82, 15.63], [-31.72, -1.49, 14.04], [-33.61, -0.58, 15.10], [-32.71, 0.18, 16.57], [-32.82, -1.57, 16.40], [-31.52, 0.36, 14.47], [-30.06, -0.15, 16.43], [-29.51, -0.74, 14.88], [-30.13, -1.79, 16.00], [-32.30, -1.18, 13.36], [-25.39, -2.08, 14.21], [-26.88, -1.72, 14.30], [-27.48, -1.76, 12.91], [-27.52, -2.54, 14.95], [-24.88, -1.58, 13.35], [-25.21, -3.15, 14.07], [-24.81, -1.79, 15.14], [-27.11, -0.70, 14.63], [-27.07, -0.97, 12.33], [-28.55, -1.57, 12.92], [-27.32, -2.70, 12.35], [-27.18, -2.51, 15.83], [-25.48, -5.26, 18.23], [-26.31, -3.99, 18.02], [-26.48, -3.18, 19.27], [-25.94, -3.23, 17.10], [-25.79, -5.87, 19.10], [-24.42, -5.07, 18.27], [-25.71, -5.94, 17.38], [-27.18, -4.51, 17.66], [-26.94, -3.88, 20.00], [-27.18, -2.36, 19.15], [-25.51, -2.82, 19.66], [-25.14, -2.86, 17.41], [-30.03, -5.06, 18.78], [-30.37, -4.90, 17.30], [-31.83, -4.44, 17.04], [-29.55, -4.24, 16.57], [-28.98, -4.98, 18.85], [-30.33, -6.06, 19.18], [-30.46, -4.23, 19.38], [-30.22, -5.90, 16.88], [-32.05, -4.34, 16.03], [-32.02, -3.48, 17.55], [-32.62, -5.11, 17.28], [-29.92, -3.99, 15.73]], "lowdin_charge": [-0.1734, -0.0964, 0.0635, 0.0873, 0.0475, 0.0549, -0.1365, -0.1425, 0.1055, 0.0090, 0.0822, -0.0254, -0.6181, -0.1029, 0.1117, 0.2209, 0.1759, 0.1155, 0.0611, 0.0851, -0.6212, -0.0984, 0.1875, 0.1548, 0.1269, 0.1083, 0.1242, 0.1480, -0.6882, -0.1119, 0.1588, 0.1501, 0.1372, 0.0826, 0.1354, 0.0443, -0.6338, -0.1024, 0.1453, 0.1679, 0.1641, 0.0311, 0.1034, 0.0686, -0.0543, -0.6682, -0.0444, 0.0630, 0.0978, 0.0793, 0.0941, 0.1335, 0.0753, 0.0445, 0.0959, 0.1133, -0.0150, -0.6368, -0.0147, 0.0127, 0.1144, 0.0816, 0.0762, 0.1441, 0.0823, 0.0654, 0.0366, 0.1411, -0.0205, -0.6311, -0.0343, -0.0598, 0.0917, 0.0763, 0.0929, 0.1545, 0.0786, 0.0733, 0.0941, 0.1059, -0.0045, -0.6409, -0.0193, 0.0265, 0.0903, 0.0761, 0.0619, 0.1088, 0.0675, 0.0523, 0.1051, 0.1113, -0.0135, -0.5577, -0.0007, -0.0396, 0.0352, 0.1019, 0.0765, 0.1047, 0.0381, 0.0702, 0.0768, 0.0262], "orbital_gap_ev": 8.29, "max_force_ev_per_a": 11.16, "charge": 0, "energy_ev": -57251.715}

---

Record 2
{"formula": "C30H27F14NO6P2S", "method": "ωB97M-V with the def2-TZVPD basis set", "species": ["C", "C", "F", "O", "P", "O", "O", "P", "N", "O", "S", "O", "O", "C", "F", "F", "C", "F", "F", "C", "F", "F", "C", "F", "F", "F", "H", "H", "H", "H", "H", "H", "H", "F", "C", "C", "C", "C", "C", "C", "H", "H", "H", "H", "H", "F", "C", "C", "C", "C", "C", "C", "H", "H", "H", "H", "H", "F", "C", "C", "C", "C", "C", "C", "H", "H", "H", "H", "H", "F", "C", "C", "C", "C", "C", "C", "H", "H", "H", "H", "H"], "positions_angstrom": [[7.07, -0.35, -0.14], [6.41, -1.39, -1.07], [7.06, -2.58, -0.86], [6.50, -1.04, -2.43], [5.21, -0.24, -2.94], [5.09, 1.00, -2.21], [5.34, -0.06, -4.51], [5.43, 1.56, -5.02], [6.61, 2.39, -4.44], [3.95, -1.31, -2.70], [2.47, -0.69, -2.85], [2.49, 0.59, -3.47], [1.73, -1.60, -3.63], [1.65, -0.69, -1.19], [2.34, -1.57, -0.44], [0.44, -1.17, -1.25], [1.68, 0.66, -0.42], [1.20, 0.37, 0.80], [2.93, 1.04, -0.21], [0.78, 1.80, -1.01], [0.13, 1.43, -2.10], [-0.17, 2.09, -0.11], [1.53, 3.16, -1.22], [0.68, 4.03, -1.77], [1.92, 3.62, -0.05], [2.55, 3.05, -2.03], [7.82, 0.19, -0.72], [7.45, -0.82, 0.77], [6.27, 0.35, 0.13], [5.39, -1.55, -0.71], [5.53, 1.48, -6.42], [4.21, 2.18, -4.70], [7.19, 2.67, -5.23], [-0.79, 0.34, 7.16], [-0.76, 0.64, 5.84], [-1.87, 0.39, 5.07], [-1.84, 0.70, 3.72], [-0.69, 1.24, 3.16], [0.43, 1.48, 3.95], [0.39, 1.18, 5.30], [-2.75, -0.04, 5.53], [-2.71, 0.52, 3.11], [-0.67, 1.48, 2.11], [1.32, 1.90, 3.51], [1.25, 1.37, 5.94], [-3.79, 7.70, -0.84], [-3.40, 6.50, -0.37], [-2.11, 6.06, -0.61], [-1.71, 4.83, -0.12], [-2.61, 4.05, 0.60], [-3.90, 4.50, 0.83], [-4.30, 5.74, 0.35], [-1.44, 6.69, -1.18], [-0.71, 4.48, -0.30], [-2.30, 3.08, 0.98], [-4.60, 3.88, 1.39], [-5.30, 6.11, 0.53], [0.34, -6.90, -4.90], [-0.37, -5.78, -4.69], [-1.75, -5.82, -4.79], [-2.48, -4.67, -4.57], [-1.83, -3.48, -4.26], [-0.44, -3.45, -4.17], [0.29, -4.61, -4.38], [-2.24, -6.76, -5.05], [-3.56, -4.69, -4.64], [-2.40, -2.58, -4.09], [0.08, -2.53, -3.93], [1.37, -4.61, -4.30], [-3.78, -1.51, 4.32], [-4.77, -2.32, 4.75], [-4.91, -2.54, 6.11], [-5.93, -3.37, 6.56], [-6.79, -3.97, 5.65], [-6.63, -3.74, 4.29], [-5.62, -2.90, 3.83], [-4.22, -2.08, 6.80], [-6.05, -3.55, 7.62], [-7.58, -4.62, 6.00], [-7.30, -4.21, 3.58], [-5.49, -2.70, 2.78]], "lowdin_charge": [0.0092, -0.4431, 0.0364, -0.0686, 0.3685, -0.2098, -0.3302, 0.6999, -0.2642, -0.2514, 0.6985, -0.2380, -0.2236, -0.4788, 0.1373, 0.2061, -0.3728, 0.1621, 0.1809, -0.3387, 0.1835, 0.1398, -0.5866, 0.1755, 0.2109, 0.2062, 0.0964, 0.0884, 0.0770, 0.1399, 0.0224, 0.0255, -0.0305, 0.0573, -0.2793, -0.0191, -0.0735, -0.0976, -0.0802, -0.0170, 0.0976, 0.1024, 0.0681, 0.1042, 0.1167, 0.0584, -0.2879, -0.0063, -0.0740, -0.0855, -0.0782, -0.0186, 0.1191, 0.0696, 0.0832, 0.1052, 0.1170, 0.0555, -0.2885, -0.0236, -0.0878, -0.0916, -0.0806, -0.0096, 0.1155, 0.1027, 0.0994, 0.0619, 0.1168, 0.0412, -0.2754, -0.0154, -0.0808, -0.0964, -0.0825, -0.0168, 0.1169, 0.1058, 0.1013, 0.1052, 0.1172], "orbital_gap_ev": 9.00, "max_force_ev_per_a": 3.28, "charge": 0, "energy_ev": -112781.016}

---

Record 3
{"formula": "C18H17Cl2N5O2", "method": "ωB97M-V with the def2-TZVPD basis set", "species": ["O", "Cl", "Cl", "N", "N", "O", "C", "C", "C", "C", "C", "C", "C", "C", "C", "C", "C", "C", "C", "N", "N", "N", "C", "C", "C", "C", "C", "H", "H", "H", "H", "H", "H", "H", "H", "H", "H", "H", "H", "H", "H", "H", "H", "H"], "positions_angstrom": [[-1.46, 1.52, 0.74], [-1.05, -0.26, -4.56], [1.62, 0.24, -3.03], [-0.13, -4.72, 1.85], [2.80, 0.81, 1.80], [1.44, 2.59, -1.06], [-0.58, 0.71, 0.52], [-1.32, -4.16, 2.03], [1.55, 0.44, 1.88], [0.56, -3.85, 1.02], [0.78, 1.07, 0.81], [1.64, 1.81, 0.05], [-0.18, -2.76, 0.72], [-1.87, 3.08, -2.49], [-1.97, 2.01, -3.37], [-0.68, 3.32, -1.80], [-0.91, 1.13, -3.52], [0.27, 1.32, -2.77], [0.37, 2.40, -1.89], [2.87, 1.57, 0.66], [-1.41, -2.96, 1.31], [-0.95, -0.54, 0.03], [0.97, -0.44, 2.92], [4.06, 2.26, 0.22], [0.08, -1.58, -0.21], [-2.52, -1.98, 1.23], [-2.37, -0.99, 0.04], [-2.12, -4.64, 2.61], [1.57, -4.05, 0.65], [-2.72, 3.75, -2.41], [-2.89, 1.95, -3.95], [-0.61, 4.17, -1.13], [0.77, 0.22, 3.75], [0.05, -0.95, 2.59], [1.70, -1.19, 3.22], [4.98, 1.96, 0.78], [3.96, 3.35, 0.38], [4.24, 2.12, -0.83], [0.00, -1.89, -1.26], [1.09, -1.22, -0.06], [-3.46, -2.51, 1.10], [-2.53, -1.45, 2.16], [-2.60, -1.51, -0.85], [-3.03, -0.12, 0.11]], "lowdin_charge": [0.0743, 0.6617, 0.7107, 0.0468, 0.1457, 0.0614, -0.4253, -0.1503, -0.2905, -0.1251, -0.0551, -0.1785, -0.2228, -0.0595, -0.1078, 0.0151, -0.6638, -0.5675, -0.2808, -0.1212, -0.0266, -0.0176, 0.0011, -0.0210, -0.0670, -0.0819, -0.0742, 0.1212, 0.1121, 0.1132, 0.1144, 0.1325, 0.0871, 0.0708, 0.0879, 0.1038, 0.0953, 0.0737, 0.1183, 0.1172, 0.1187, 0.1178, 0.1063, 0.1296], "orbital_gap_ev": 9.08, "max_force_ev_per_a": 2.59, "charge": 0, "energy_ev": -55531.369}